(1)
Formula: C15H28ClN2O8
Source: the Open Molecules 2025 dataset
Level of theory: ωB97M-V/def2-TZVPD

XYZ file:
```
54
Properties=species:S:1:pos:R:3:forces:R:3
C 2.945528 -3.867559 2.378939 0.1 0.1 0.1
C 2.174662 -3.728730 1.085070 1.7 2.2 1.1
O 1.466380 -4.579597 0.730588 -2.1 -2.8 -1.2
N 2.281797 -2.535250 0.286980 1.2 1.3 -0.2
C 3.558561 -2.437692 -0.430407 0.0 -0.9 -0.2
C 1.864849 -1.350280 0.979091 -1.3 -0.6 1.7
O 2.866986 -0.394375 1.380384 0.8 -0.5 -0.6
C 2.230011 0.759652 1.671944 -3.3 -1.9 -0.6
O 2.742222 1.747821 1.983846 2.4 3.0 1.0
C 0.715170 0.524192 1.549086 0.5 -0.5 -0.5
C 0.677813 -0.510124 0.409654 1.1 -1.4 0.8
C -0.508383 -1.473701 0.524111 -0.8 0.2 -1.2
C -1.808877 -0.988128 -0.117232 -0.6 0.6 0.8
C -2.655799 -0.113170 0.876924 -0.5 -0.3 -1.5
C -3.987809 -0.834879 1.150538 0.4 0.1 0.6
C -3.002339 1.239109 0.251541 0.2 0.0 0.6
C 1.186700 -0.131565 -0.997464 -1.3 0.2 0.1
C 0.544855 1.000622 -1.798573 0.7 0.7 -0.8
O 1.255747 1.022986 -3.054253 0.0 -0.3 0.2
C 0.645408 2.400783 -1.179598 -0.4 -0.3 0.5
N 0.456824 3.464759 -2.167504 0.4 0.3 0.6
H 2.783957 -4.871685 2.752715 0.0 -0.1 0.0
H 4.011956 -3.696723 2.253185 0.1 0.2 -0.1
H 2.575377 -3.165347 3.122429 0.1 0.1 0.0
H 4.330604 -1.866852 0.084865 -0.1 0.2 0.0
H 3.947178 -3.451691 -0.537584 0.0 -0.1 0.0
H 3.413650 -2.088737 -1.446666 0.0 0.4 -0.1
H 1.492127 -1.728515 1.945697 -0.2 0.0 -0.1
H 0.427028 -0.037552 2.444138 0.0 0.1 0.1
H 0.065487 1.385688 1.516180 0.3 0.4 -0.3
H -0.746430 -1.672245 1.570111 0.3 0.1 0.2
H -0.261528 -2.446622 0.101015 0.4 0.0 -0.2
H -2.444300 -1.831697 -0.375505 0.2 -0.3 -0.1
H -1.676161 -0.424432 -1.036629 0.3 -0.1 -0.1
H -2.075787 0.051265 1.783764 -0.1 -0.1 0.2
H -3.894141 -1.919775 1.154028 0.1 -0.1 0.2
H -4.701887 -0.577686 0.373693 -0.1 0.1 -0.1
H -4.374876 -0.519592 2.119757 -0.3 0.0 0.0
H -3.821497 1.701371 0.800789 0.0 0.2 0.0
H -3.322020 1.150708 -0.783856 0.0 0.0 -0.1
H -2.163831 1.925535 0.296519 0.1 0.1 -0.2
H 2.256830 0.077544 -0.962949 0.1 0.2 0.2
H 1.090946 -1.036394 -1.595320 0.0 -0.1 -0.1
H -0.495200 0.841049 -2.067991 0.0 -0.2 0.0
H 2.080757 1.492724 -2.880277 -0.1 0.0 -0.2
H 1.571626 2.480321 -0.591306 0.2 0.0 -0.2
H -0.162560 2.481430 -0.455402 -0.1 0.0 0.1
H 1.340136 3.939218 -2.326007 0.0 -0.2 -0.2
H -0.115885 4.174600 -1.722747 -0.4 -0.1 -0.3
O -2.438509 3.839095 -1.119568 0.2 0.1 0.1
Cl -3.357230 4.085992 -2.213899 -0.2 0.0 -0.2
O -4.612877 4.566135 -1.682459 0.1 0.0 0.0
O -3.579203 2.851679 -2.935797 0.0 0.0 0.1
O -2.794040 5.076317 -3.098588 0.0 0.0 0.0
```
Forces are in eV/Å.

The value obtained for the total energy is -1759.77174 hartree. For the strongest force on any atom, the calculation gives 3.96 eV Å⁻¹. The calculation puts the HOMO energy at -5.93 eV. The total charge is -1.



(2)
Formula: C25H69N7O32S6
Source: the Open Molecules 2025 dataset
Level of theory: ωB97M-V/def2-TZVPD

XYZ file:
```
139
Properties=species:S:1:pos:R:3:forces:R:3
C 3.183268 -3.275249 0.164646 0.1 -1.5 0.1
N 1.707108 -3.300719 0.208936 0.1 -3.9 -0.7
O 1.100128 -4.398919 0.262236 1.6 1.6 0.0
O 1.175948 -2.268019 0.194286 -2.1 3.7 0.2
H 3.433028 -4.126749 -0.468344 0.3 0.0 0.5
H 3.369838 -3.404739 1.230726 0.8 -0.1 -0.1
H 3.623398 -2.373789 -0.261674 -0.7 0.1 0.1
C -4.321152 2.140681 -2.317704 0.4 -0.2 0.2
N -3.821332 1.509101 -3.588774 0.5 -0.5 -1.5
O -4.224972 2.055451 -4.637274 0.6 -0.9 1.7
O -3.066342 0.532061 -3.564344 -1.2 1.8 0.2
H -4.005032 3.183451 -2.345964 -0.5 0.0 -0.3
H -3.877932 1.701551 -1.423934 0.1 -0.4 -0.4
H -5.400352 1.988471 -2.301584 0.1 0.3 -0.1
C -0.831232 0.221731 -0.642764 -1.3 0.5 0.0
N -1.162972 1.073251 0.549286 1.7 -1.6 0.6
O -1.085982 0.565451 1.698256 -0.5 0.3 -1.1
O -1.192862 2.284111 0.355666 -0.5 1.0 -0.1
H 0.203048 0.384101 -0.946084 0.2 -0.2 0.6
H -1.403332 0.638771 -1.471554 -0.3 -0.2 0.0
H -1.163462 -0.798689 -0.451774 0.4 0.2 -0.1
C 4.453338 1.589531 -2.319674 0.7 0.3 -0.5
N 3.266368 0.937461 -1.731604 -1.2 0.0 -0.7
O 2.939258 -0.171769 -2.126314 0.7 0.1 0.2
O 2.599428 1.595001 -0.960704 0.2 0.2 0.4
H 4.266148 2.643491 -2.525144 -0.4 -0.1 0.4
H 4.689268 1.131181 -3.280064 0.0 -0.4 0.4
H 5.271678 1.515491 -1.603474 -0.1 -0.1 -0.1
C -5.249842 -2.249269 -2.180304 -0.4 0.2 0.2
N -3.850352 -2.505649 -2.356404 -0.3 -0.5 -0.1
O -3.498782 -3.382619 -3.198794 0.2 -0.2 -0.3
O -3.062592 -1.745299 -1.762384 1.4 0.6 0.8
H -5.366722 -1.473039 -1.424064 0.1 0.0 -0.2
H -5.762852 -3.137209 -1.810864 -0.1 -0.2 -0.3
H -5.614912 -1.911779 -3.150314 -0.5 -0.1 0.0
C -0.591922 4.240981 -2.945134 1.4 -0.3 -0.7
N -1.535172 5.370841 -2.923244 -0.5 0.6 3.6
O -2.543912 5.155001 -3.520274 -1.3 0.5 -1.3
O -1.405402 6.307881 -2.092984 0.7 -1.6 -1.9
H 0.406408 4.643011 -3.117764 0.0 -0.1 0.1
H -0.902482 3.590371 -3.762664 0.1 0.2 0.0
H -0.598522 3.642001 -2.034484 -0.3 0.5 0.3
C 1.541258 0.458541 -5.604114 1.0 -0.2 -0.1
N 0.328968 0.084241 -4.851954 -0.1 -0.3 -0.8
O -0.546982 -0.517759 -5.428964 0.2 0.0 0.0
O 0.303738 0.437681 -3.702234 -0.3 0.4 1.1
H 2.307938 0.739601 -4.882094 -0.3 0.3 0.0
H 1.279638 1.273401 -6.279144 0.1 -0.2 0.0
H 1.948648 -0.418509 -6.107034 -0.5 0.0 -0.3
O 2.350328 -3.948369 -2.603184 -0.4 -0.3 -0.9
S 1.336488 -3.516709 -3.528224 -3.8 1.2 -0.1
O 1.671508 -2.775709 -4.748014 0.1 -1.1 1.4
O 0.345078 -4.827309 -3.958154 3.6 0.9 2.6
C -0.540852 -4.644359 -5.019014 -0.2 0.8 -0.6
C -0.972832 -6.036609 -5.388464 -0.4 0.0 -0.4
C -0.026092 -2.505609 -2.620834 1.5 -0.5 -1.2
H 0.048758 -4.126309 -5.775374 -0.5 -0.1 -0.6
H -1.338852 -3.993579 -4.661544 -0.4 -0.1 -0.3
H -1.925572 -6.017699 -5.917654 0.1 0.0 -0.1
H -1.125612 -6.616519 -4.478274 0.1 0.0 -0.1
H -0.207152 -6.495029 -6.014304 -0.1 -0.2 0.1
H 0.470668 -1.572419 -2.355334 0.0 -0.2 0.2
H -0.477522 -3.049289 -1.790934 0.4 0.0 -0.1
H -0.779962 -2.282129 -3.375704 0.0 -0.2 0.0
O 5.554748 1.429051 1.444116 0.1 1.4 -0.9
S 6.009538 0.355841 2.235456 -0.2 -4.1 3.4
O 6.975738 0.477121 3.337656 -2.0 0.5 -2.0
O 4.665558 -0.413009 2.886786 0.7 1.0 -0.8
C 3.401518 -0.374339 2.113366 0.2 0.9 -1.2
C 2.653458 0.952231 2.087396 0.5 0.6 0.1
C 6.671638 -0.964609 1.211976 0.7 0.6 -0.1
H 2.730718 -1.201159 2.346806 0.5 0.0 1.1
H 3.592598 -0.607959 1.065986 0.6 0.1 -0.2
H 2.467778 1.421901 3.053336 -0.6 -0.7 0.2
H 1.782468 0.828201 1.443886 -0.5 -0.2 0.6
H 3.155438 1.771581 1.572816 0.6 -0.5 -0.1
H 5.948238 -1.522939 0.617776 -0.1 0.4 0.1
H 7.295098 -1.628169 1.811216 -0.5 0.0 0.3
H 7.385048 -0.415549 0.597426 -0.1 -0.1 -0.4
O -4.465272 6.085701 -0.587884 0.1 0.5 3.4
S -3.986252 6.279761 0.798726 2.0 0.0 -0.1
O -3.316422 7.551581 1.188286 -1.8 -2.6 -0.8
O -5.172152 5.931481 1.926636 1.2 0.1 -1.4
C -4.894372 6.059411 3.340466 -1.7 0.5 1.2
C -5.992112 5.234851 4.051116 1.0 0.1 -0.2
C -2.806392 4.847351 1.186916 -0.9 1.1 -0.8
H -5.072832 7.094171 3.632906 0.3 0.2 -0.3
H -3.938722 5.774201 3.780326 0.4 -0.3 -1.1
H -5.825062 4.188671 3.794776 -0.6 0.0 -0.3
H -6.969492 5.653561 3.811316 0.0 -0.5 -0.1
H -5.848592 5.268021 5.131116 0.1 0.3 0.1
H -3.370792 3.946641 1.428316 -0.1 0.3 0.4
H -2.120582 5.213021 1.951146 -0.2 -0.3 0.0
H -2.294882 4.606471 0.255016 0.1 0.4 0.1
O -4.652532 -4.264399 1.063696 2.9 -1.5 -0.3
S -3.324192 -4.906249 0.916186 -1.0 -0.2 -0.3
O -3.135182 -6.312809 1.384486 -0.1 3.4 -1.0
O -2.992592 -4.789769 -0.689494 -0.7 0.2 1.6
C -1.815942 -5.387369 -1.169104 1.9 -2.8 -1.4
C -2.101852 -6.744379 -1.871304 -0.8 0.1 1.0
C -2.072312 -3.724209 1.609106 -0.4 -0.8 0.8
H -1.056642 -5.584169 -0.412244 -0.1 0.6 0.3
H -1.354602 -4.940949 -2.049994 -0.3 1.6 0.8
H -1.264792 -7.347689 -2.222684 0.6 0.7 0.1
H -2.692632 -6.448209 -2.738114 -0.5 -0.7 0.1
H -2.565362 -7.395689 -1.130334 -0.8 -0.1 -0.4
H -2.269482 -2.708509 1.266236 -0.1 -0.3 -0.4
H -1.028462 -4.028389 1.531866 -0.1 -0.2 -0.9
H -2.204642 -3.741609 2.690906 -0.6 -0.1 0.1
O 3.047818 5.836711 3.915686 1.4 -2.2 -0.4
S 3.314268 4.389191 3.829686 -1.5 1.0 1.2
O 2.970238 3.615011 5.021216 0.8 0.6 -2.1
O 2.374638 3.856551 2.623046 1.3 0.1 0.6
C 2.601688 4.490661 1.328406 -1.4 0.1 -0.3
C 1.192018 4.840881 0.768496 0.5 0.5 0.4
C 5.034918 3.973281 3.260986 -0.4 0.3 0.0
H 3.151718 3.796111 0.693446 -0.2 -0.2 0.0
H 3.219798 5.380011 1.451346 -0.2 0.1 0.1
H 0.547498 4.006301 0.492506 0.5 -0.3 -0.1
H 1.258138 5.560751 -0.047294 0.2 -0.2 -0.3
H 0.621268 5.388911 1.518166 0.2 0.0 0.3
H 5.132068 4.002141 2.175706 -0.5 0.1 0.0
H 5.329648 2.971821 3.574516 -0.5 0.1 0.3
H 5.754628 4.698561 3.640576 -0.4 0.1 0.3
O 1.781598 -3.493479 3.238916 0.3 0.6 2.7
S 1.868218 -3.273789 4.698996 -0.6 0.3 0.9
O 3.101068 -3.496729 5.463146 -1.9 0.9 -1.7
O 1.297398 -1.692879 5.095016 2.2 -3.5 0.7
C 0.255108 -1.162819 4.363186 -1.6 1.6 -2.2
C -0.256492 0.121241 5.043916 1.3 -0.8 -0.6
C 0.577268 -4.289989 5.592446 0.3 1.3 -0.9
H -0.608252 -1.772329 4.096316 0.0 -1.0 0.9
H 0.599958 -0.950219 3.351266 0.3 0.5 -0.1
H -0.423502 -0.084679 6.101176 -0.4 0.1 -0.1
H -1.112692 0.470121 4.466596 0.0 0.1 0.4
H 0.560388 0.838621 4.965366 -0.2 0.3 0.1
H -0.367572 -4.128099 5.073626 0.1 -0.4 -0.3
H 0.414538 -3.858949 6.580276 0.6 -0.1 0.0
H 0.939388 -5.318019 5.603866 -0.2 0.2 -0.1
```
Forces are in eV/Å.

The value obtained for the total energy is -6173.17630 hartree. For the strongest force on any atom, the calculation gives 5.32 eV Å⁻¹. The calculation puts the HOMO energy (alpha / beta) at -1.22 / -6.28 eV. The total charge is -1. As for the multiplicity: 2.